{"formula": "C38H67AlCl3FLiN4NaO12PS2", "method": "wB97M-V/def2-TZVPD", "species": ["C", "H", "C", "C", "C", "N", "Na", "C", "H", "C", "H", "C", "H", "C", "C", "C", "H", "C", "H", "H", "N", "H", "H", "H", "H", "C", "O", "C", "O", "O", "C", "Al", "H", "O", "H", "H", "P", "H", "Cl", "H", "H", "H", "S", "C", "C", "C", "H", "H", "O", "O", "O", "C", "H", "H", "H", "H", "H", "H", "H", "H", "O", "H", "H", "H", "H", "H", "H", "H", "H", "C", "H", "C", "O", "H", "C", "H", "Cl", "C", "S", "H", "O", "H", "C", "H", "H", "O", "O", "F", "H", "H", "H", "C", "H", "H", "H", "H", "N", "C", "N", "C", "C", "H", "H", "C", "C", "H", "H", "H", "C", "C", "C", "C", "H", "C", "H", "Cl", "H", "H", "H", "H", "H", "H", "H", "H", "H", "C", "C", "Li", "C", "C", "H"], "xyz": [[2.658520, 6.689714, 1.921724], [-6.482158, -2.904089, -3.844613], [0.150399, 1.193207, 1.609673], [-0.454555, -7.016998, -4.382039], [-0.185241, -5.705263, -4.008655], [-5.750228, -4.721382, -2.034429], [0.520843, -1.438498, -1.273465], [0.648221, 1.753575, 0.226892], [-3.491783, -2.119752, -1.771337], [-4.879667, -3.610798, -2.527587], [-0.679513, -9.029761, -3.641508], [1.354028, 6.390576, 1.049711], [-2.979070, 1.212915, -3.286455], [4.285029, 4.178545, 1.793236], [4.516302, 0.421857, 1.674718], [-7.102022, -5.802843, -0.194069], [-7.441765, -2.519453, -0.980151], [2.247541, 3.128158, 4.695246], [0.667569, 8.165105, 8.776017], [1.163283, 4.998989, 4.254347], [0.664889, 3.240060, 0.351984], [6.013482, 5.219130, 0.703461], [1.973160, -0.953820, -3.084543], [-4.057916, -2.387403, 0.643017], [0.805583, 1.602145, 2.442028], [4.928093, 2.516727, -3.214381], [1.318074, 6.195794, 8.719336], [1.594347, -1.023371, 1.775436], [9.620842, -2.163599, 4.706236], [1.900676, 1.223442, -0.238269], [0.407390, 7.116775, 9.002802], [2.193426, -7.398254, -4.339664], [0.675644, 5.668067, 1.578299], [7.794493, -0.623312, 4.810485], [-0.253190, 3.556891, 0.679815], [-3.215040, -4.775665, -3.398025], [3.233004, 5.250070, 2.980665], [0.853705, 7.350225, 0.740516], [-11.662014, -3.081116, -1.789302], [-0.236104, -8.356470, -1.278682], [-1.620130, 0.300921, -4.001011], [-6.354797, -6.539227, 0.110175], [8.377119, -1.740554, 4.053131], [-6.471853, -4.502534, -0.741065], [5.714296, 4.919153, 1.742689], [-11.131001, -2.163808, -0.375762], [2.183451, -1.095882, 0.823047], [0.773560, 3.569859, -0.620503], [-1.582614, 1.841941, -0.698560], [3.017650, 0.877727, -3.145308], [8.649299, -1.302314, 2.678807], [-0.475294, -7.994792, -3.389999], [-4.847899, -4.667044, 0.694290], [2.408309, 3.604827, 5.713198], [4.322503, 3.449500, -3.000362], [1.122773, 3.789771, 2.916747], [-8.414731, -3.684261, -0.147515], [2.126291, -0.486622, 2.609311], [-6.266493, -1.877611, -2.421424], [3.492568, 6.900298, 1.178713], [-3.183892, 0.725181, -5.285351], [-11.967723, -1.582504, 0.003177], [5.913170, 2.232468, 0.257680], [-5.125273, -1.792841, -3.718330], [5.719897, 2.816963, -3.955069], [3.497542, 2.033338, -4.889842], [-0.154368, -4.909462, -4.746275], [7.712892, 2.129741, 3.468763], [0.221393, -5.947578, -0.795104], [-5.745294, -2.490771, -3.151486], [-5.423077, -1.841435, -0.300704], [-0.229566, -7.625271, -2.076543], [-0.108042, 0.749163, -2.036435], [1.405056, 0.233280, -4.316314], [-5.555715, -3.905524, 0.345780], [-8.217764, -3.829041, -1.886939], [0.237387, 6.446944, 5.631520], [3.035128, 1.691699, 0.496537], [4.956977, -0.020130, 3.177778], [-3.161504, -0.520377, -3.651302], [3.592275, 4.177871, 0.528554], [5.109518, 0.762026, -1.752332], [7.439681, 3.050112, 2.893009], [3.133791, 2.539134, 4.329770], [-0.642172, -7.267812, -5.419815], [-5.004076, -5.780690, -1.900594], [7.437916, -2.869076, 4.021560], [-0.492312, -0.914035, 0.482082], [4.459271, 3.162454, 2.243818], [4.651586, 0.696323, -4.441964], [0.093406, 7.191181, 10.067011], [3.976075, 1.506014, -4.002419], [2.998075, -0.731784, -4.568496], [-2.768315, 1.553071, -5.551772], [-0.411266, -0.692663, 2.539845], [1.352577, 2.439188, 4.815752], [0.053762, -5.325461, -2.745337], [2.346664, -0.180001, -3.832850], [3.987947, 0.506627, 0.560092], [1.807964, 4.263128, 3.676054], [5.482362, 1.813215, -1.909397], [2.435558, 7.626391, 2.516779], [-6.150248, -3.621966, 1.218306], [3.782470, 2.955874, -0.192656], [-2.705415, 0.415945, -3.980071], [-3.433871, -3.190714, -4.107115], [3.240903, 3.086976, -1.183630], [-3.193458, -3.734137, -1.161594], [-4.760722, -2.694561, -0.136231], [0.173417, -0.353332, 1.626533], [-7.692794, -3.578708, -0.961477], [0.026666, -6.284754, -1.807283], [5.717692, 5.816577, 2.433889], [6.751117, 3.921616, 2.375878], [5.753032, 3.680618, -0.805267], [-10.552598, -3.237046, 0.905740], [-10.322292, -1.499133, -0.670332], [-0.575846, 7.017304, 8.499845], [6.606814, 1.714269, -2.053985], [1.667114, 5.879064, 0.087737], [1.426333, -2.082816, 2.157671], [2.806386, 1.936654, 1.582501], [-7.756312, -6.265756, -0.937650], [-4.563101, -4.482682, -4.510898], [-7.704133, -5.595017, 0.691875], [-3.973251, -4.048133, -3.699028], [-3.991946, -3.024335, -1.412421], [2.226537, 4.825724, 6.807126], [-0.423309, 1.434570, -0.941267], [5.298694, 2.661670, -0.579459], [-0.886675, 1.587708, 1.805298]], "forces_ev_per_angstrom": [[-1.13, -0.01, -1.37], [0.05, -0.01, 0.09], [0.29, -0.01, -0.66], [0.04, -0.11, -0.11], [0.02, 0.52, 0.13], [4.81, -2.24, 3.17], [0.08, 1.07, -0.53], [-1.53, 0.76, -0.78], [-0.21, -0.10, -0.31], [-0.13, 2.07, -2.50], [-0.05, 0.04, 0.02], [0.71, -0.33, -0.65], [0.20, -0.19, 0.25], [-0.35, 1.42, 0.32], [-0.51, -1.93, 0.43], [0.66, -0.53, -0.35], [0.08, -0.04, -0.12], [-0.95, 0.45, -0.66], [0.57, -0.16, -0.10], [0.77, -0.70, -0.87], [0.61, -1.09, -0.67], [-0.36, -0.35, 1.04], [0.64, 0.94, -0.64], [-0.05, 0.02, -0.06], [-0.64, -0.69, -0.92], [-1.55, -0.79, -0.23], [0.17, -0.70, -0.60], [-1.19, -0.83, 0.37], [-0.34, -0.04, 0.26], [0.25, 0.98, 1.40], [-0.59, 1.82, -0.37], [0.07, 0.11, 0.24], [0.41, 1.07, -0.47], [0.29, 0.15, -0.11], [0.31, -0.31, -0.35], [-0.18, -0.07, 0.09], [0.93, 0.14, 1.27], [0.27, -0.99, 0.60], [0.03, 0.07, -0.02], [-0.02, 0.05, -0.01], [-0.04, 0.01, 0.35], [0.01, 0.08, -0.18], [0.06, -0.02, -0.11], [-3.19, 0.35, 0.84], [1.21, -1.22, 1.18], [-0.03, 0.20, -0.10], [-0.41, 0.50, 1.05], [-0.12, 0.22, 0.76], [1.72, -0.23, -0.02], [0.33, -0.53, -0.95], [-0.40, 0.05, 0.08], [-0.14, -0.29, 0.04], [-0.11, -0.14, -0.18], [0.44, -1.36, -1.41], [0.74, -0.99, 0.00], [0.78, 0.47, 0.49], [0.40, -0.21, -0.19], [-0.21, -0.49, -1.12], [-0.04, -0.12, 0.02], [-0.77, -0.13, 1.13], [-0.17, -0.17, -0.23], [0.05, -0.17, 0.00], [-0.70, 0.34, -0.75], [0.10, -0.22, 0.06], [-0.59, -0.34, 0.91], [0.27, -0.54, 1.06], [-0.07, -0.05, -0.03], [0.08, 1.51, -0.98], [-0.01, -0.10, 0.00], [-0.30, 0.22, 0.17], [0.04, -0.01, -0.01], [0.10, -0.12, -0.10], [0.24, 0.83, 2.94], [1.13, -0.58, 0.29], [0.97, 0.26, -0.23], [0.06, 0.01, 0.04], [0.57, -0.37, 0.76], [0.59, 0.48, 0.13], [-0.32, 1.08, -2.38], [-0.08, 0.02, -0.11], [1.02, -1.62, 0.23], [0.07, 1.20, -0.39], [-1.58, 0.03, 0.10], [-0.70, 0.63, 0.81], [-0.13, 0.06, 0.01], [-2.08, 1.34, -1.23], [0.28, -0.08, -0.17], [0.04, 0.17, 0.86], [-0.37, 0.83, -0.55], [-0.72, 0.82, 0.45], [0.13, -0.70, 0.31], [1.32, 0.24, -0.62], [-0.47, 0.68, 0.60], [-0.12, -0.13, 0.03], [0.42, 0.30, -1.27], [1.18, 0.70, 0.03], [0.06, -0.56, -0.06], [-1.05, 0.12, 0.24], [0.64, 1.19, 2.22], [-0.98, -0.50, -0.34], [1.15, 0.31, 0.33], [0.64, -1.32, -0.27], [-0.26, -0.17, -0.25], [-0.09, -0.93, -1.43], [0.21, 0.42, -0.23], [-0.26, 0.12, 0.21], [0.47, -0.05, 1.27], [-0.14, -0.19, -0.13], [-0.13, -0.06, -0.09], [0.72, -0.16, 2.07], [0.02, 0.39, -0.13], [0.12, 0.49, -0.10], [-0.11, -0.87, -1.00], [-0.23, 0.00, -0.34], [-0.58, -1.14, 0.31], [-0.25, 0.08, 0.28], [-0.03, -0.15, 0.02], [-0.05, -0.71, 0.03], [-1.28, 0.05, 0.29], [-0.34, 0.48, 1.17], [0.23, 1.19, -0.47], [-0.27, 0.05, -1.39], [0.06, 0.07, 0.03], [0.02, 0.02, 0.10], [0.08, 0.29, -0.17], [0.05, -0.78, 0.24], [-0.04, -0.23, 0.91], [-0.96, 1.63, 0.52], [-1.46, -1.62, -1.46], [0.02, 0.89, -0.53], [1.01, -0.48, -0.44]], "lowdin_charge": [-0.38, 0.10, -0.05, -0.22, -0.23, 0.03, 0.58, -0.41, 0.12, -0.46, 0.13, -0.16, 0.08, -0.44, -0.69, -0.03, 0.07, -0.16, 0.08, -0.10, 0.12, 0.11, 0.06, 0.12, 0.11, -0.15, -0.19, -0.04, -0.16, -0.05, -0.35, 1.07, 0.05, -0.22, 0.10, 0.06, 1.02, 0.07, 0.51, 0.13, 0.06, 0.08, 0.24, -0.46, -0.18, -1.00, 0.07, 0.11, -0.01, -0.21, -0.19, -0.14, 0.13, 0.00, 0.11, 0.05, 0.00, 0.07, 0.07, 0.08, -0.13, 0.03, 0.10, 0.08, 0.12, 0.13, 0.13, 0.05, 0.12, -0.02, 0.11, -0.05, -0.13, 0.10, -0.11, 0.10, -0.23, -0.22, 0.77, 0.04, -0.17, 0.10, 0.08, 0.06, 0.12, 0.06, -0.19, -0.10, 0.09, 0.12, 0.11, -0.23, 0.09, 0.08, 0.15, 0.09, 0.08, -0.11, 0.10, -0.49, -0.18, 0.08, 0.14, -0.22, -0.15, 0.09, 0.15, 0.12, -0.16, -0.28, -0.05, -0.11, 0.09, -0.13, 0.12, 0.54, 0.03, 0.08, 0.12, 0.06, 0.09, 0.14, 0.10, 0.10, 0.09, -0.03, -0.12, 0.69, -0.54, -0.13, 0.14], "charge": 1, "energy_ev": -153459.2106, "orbital_gap_ev": 0.89, "lumo_ev": -6.8}

***

{"formula": "C5H9NO2", "method": "wB97M-V/def2-TZVPD", "species": ["C", "C", "H", "H", "O", "C", "H", "H", "C", "O", "H", "H", "C", "H", "N", "H", "H"], "xyz": [[2.457504, -0.659722, -0.507377], [-2.300855, -0.210333, 0.421210], [-2.001632, 0.781834, 0.083708], [1.679064, 2.076862, -0.617175], [-1.169412, -0.936554, 0.960013], [0.824324, 1.420068, -0.766046], [-0.080602, 2.011722, -0.602728], [0.843596, 1.040095, -1.786803], [0.306414, -1.033087, -0.036616], [0.850009, 0.610437, 1.490362], [-0.681833, -0.368881, 1.627037], [-0.059777, -1.267180, -1.030325], [0.870102, 0.314501, 0.274315], [0.693623, -1.855430, 0.543379], [3.514248, -0.997784, -0.842947], [-3.057760, -0.132448, 1.200517], [-2.687013, -0.794096, -0.410521]], "forces_ev_per_angstrom": [[0.16, 0.02, -0.01], [0.16, -0.06, 0.06], [0.01, -0.04, 0.02], [-0.02, -0.04, 0.00], [0.22, 0.09, -0.21], [0.01, -0.07, 0.04], [0.03, -0.03, 0.01], [0.02, -0.02, 0.04], [-0.25, 0.05, 0.21], [0.03, -0.14, -0.27], [-0.03, 0.00, -0.11], [0.01, 0.03, 0.01], [-0.03, 0.08, 0.09], [0.01, 0.03, 0.02], [-0.42, 0.11, 0.11], [0.06, -0.01, -0.04], [0.02, 0.02, 0.03]], "nbo_charge": [0.03, -0.26, 0.19, 0.25, -0.59, -0.68, 0.21, 0.22, -0.11, -0.71, 0.54, 0.23, 0.44, 0.24, -0.43, 0.21, 0.20], "charge": 0, "energy_ev": -10911.7810, "orbital_gap_ev": 10.12, "e_above_lowest_kcal_mol": 110.6, "lumo_ev": 0.2}

***

{"formula": "C10H15N2O", "method": "wB97M-V/def2-TZVPD", "species": ["H", "H", "C", "H", "H", "H", "H", "C", "C", "H", "N", "N", "C", "H", "H", "C", "C", "C", "H", "H", "H", "C", "C", "O", "H", "C", "H", "H"], "xyz": [[0.708045, -1.344975, -2.278642], [-0.068722, 1.169505, 1.515893], [-0.215860, -1.469505, -1.625567], [3.844604, -1.125164, 0.145702], [-3.175310, -1.078318, -0.447148], [2.428904, -1.969990, 1.458169], [0.600255, -2.350036, 1.035820], [3.773315, -0.244168, -0.476596], [1.463341, -1.754299, 0.907901], [-3.891161, 0.029070, -1.810149], [-0.047503, -0.570061, -0.426652], [-0.737257, 1.208681, 0.871224], [-1.782749, 2.209609, 1.050636], [-1.108794, -1.105757, -2.103777], [4.456626, 0.655095, -0.128553], [1.281929, -0.756551, 0.060594], [-3.073074, -0.285882, -1.156995], [-0.910810, 0.327998, -0.061728], [-0.155543, -2.504329, -1.353054], [-1.319461, 3.098119, 0.607072], [-1.739143, 2.506204, 2.124991], [2.325727, 0.190604, -0.398219], [1.930952, 1.422656, -0.696183], [1.587377, 2.469583, -1.010531], [-1.858694, 1.375466, -1.607948], [-2.061822, 0.539999, -1.019395], [-2.789048, 1.845785, 0.777507], [4.071180, -0.464554, -1.478069]], "forces_ev_per_angstrom": [[-1.21, 0.29, 0.67], [3.59, -0.43, 3.00], [1.46, 1.52, -0.52], [0.62, 0.06, 0.15], [-0.31, -0.68, -0.03], [-1.43, 0.17, -0.96], [-0.51, -0.89, 0.67], [0.77, 2.56, 1.14], [1.64, -0.02, 0.66], [0.26, -0.67, 0.03], [1.00, -2.04, -1.58], [-4.09, 0.01, -2.13], [1.15, 1.29, 2.01], [0.05, -0.82, -0.57], [-1.16, -2.15, -0.39], [0.98, 1.17, 1.30], [-0.90, 1.30, 0.20], [-0.56, -0.26, -2.13], [-0.65, -0.46, 0.46], [-1.26, 0.17, -0.67], [-0.51, -0.53, -0.57], [-0.81, 0.15, -0.10], [0.66, -1.43, -0.12], [-0.40, 1.05, -0.12], [-0.17, 1.46, -1.08], [0.84, -1.12, 1.46], [0.81, 0.64, -0.05], [0.11, -0.33, -0.69]], "nbo_charge": [0.23, 0.42, -0.40, 0.23, 0.22, 0.24, 0.21, -0.59, -0.39, 0.24, -0.37, -0.51, -0.44, 0.24, 0.24, 0.14, -0.32, 0.53, 0.23, 0.23, 0.23, -0.40, 0.75, -0.41, 0.24, -0.27, 0.25, 0.23], "smiles": "C=C/C(=[NH+]\\C)N(C)C(=C)C(C)=C=O", "charge": 1, "energy_ev": -15631.3964, "orbital_gap_ev": 9.13, "e_above_lowest_kcal_mol": 48.8, "lumo_ev": -2.8}

***

{"formula": "C2O2S", "method": "wB97M-V/def2-TZVPD", "species": ["O", "C", "S", "C", "O"], "xyz": [[0.844092, 1.322998, -0.144715], [0.898246, 0.194676, -0.010955], [1.212480, -1.299939, -0.000684], [-1.127307, 0.105570, 0.461794], [-1.827512, -0.323306, -0.305440]], "forces_ev_per_angstrom": [[0.26, 2.33, -0.25], [1.93, 0.26, -0.63], [0.67, -2.30, 0.19], [-2.41, -0.27, 1.07], [-0.45, -0.01, -0.39]], "nbo_charge": [-0.44, 0.36, 0.08, 0.48, -0.47], "charge": 0, "energy_ev": -17003.1371, "orbital_gap_ev": 10.73, "e_above_lowest_kcal_mol": 24.3, "lumo_ev": 0.0}